No. 1
The following is a DFT calculation (the ωB97M-V functional and the def2-TZVPD basis) of a cluster of 16 separate species, C61H163N23O25 in total at a distorted geometry.

E_HOMO, eV: -8.464
HOMO-LUMO gap, Ha: 0.319
Charge: 0

Atoms and positions in Å:
1 C -4.989 -1.065 -0.851
2 O -4.159 -1.807 -1.370
3 N -5.338 -0.029 -1.535
4 N -5.465 -1.061 0.347
5 H -4.854 0.049 -2.404
6 H -5.819 0.763 -1.106
7 H -6.159 -0.397 0.616
8 H -5.437 -1.971 0.775
9 C -1.717 4.559 0.950
10 O -2.740 4.117 1.503
11 N -0.626 3.823 0.575
12 N -1.660 5.880 0.635
13 H 0.069 4.258 0.008
14 H -0.815 2.824 0.454
15 H -2.489 6.367 0.989
16 H -1.035 6.327 -0.013
17 C -5.994 2.337 2.524
18 O -6.929 1.574 2.426
19 N -5.552 2.659 3.733
20 N -5.344 2.772 1.449
21 H -5.299 3.626 3.830
22 H -6.320 2.400 4.344
23 H -5.903 2.583 0.637
24 H -4.490 3.299 1.414
25 C -3.763 5.492 4.737
26 O -4.190 6.263 3.897
27 N -2.895 4.558 4.388
28 N -4.177 5.500 6.014
29 H -2.826 3.751 5.005
30 H -2.699 4.414 3.420
31 H -4.906 6.198 6.111
32 H -3.678 5.067 6.780
33 C 2.431 -1.788 -2.609
34 O 2.020 -2.374 -3.568
35 N 2.312 -0.480 -2.533
36 N 3.251 -2.456 -1.727
37 H 1.919 -0.104 -3.361
38 H 3.089 -0.018 -2.061
39 H 3.394 -3.409 -1.963
40 H 3.863 -1.938 -1.136
41 C -1.894 2.449 6.744
42 O -2.639 3.300 7.212
43 N -0.607 2.652 6.709
44 N -2.381 1.301 6.325
45 H -0.307 3.563 7.021
46 H 0.071 1.971 6.344
47 H -1.935 0.726 5.639
48 H -3.341 1.412 6.230
49 C -4.710 3.060 -2.595
50 O -5.597 3.070 -1.743
51 N -3.516 3.594 -2.227
52 N -4.859 2.489 -3.766
53 H -3.487 3.791 -1.242
54 H -2.637 3.379 -2.624
55 H -5.842 2.319 -3.923
56 H -4.352 2.996 -4.480
57 C 3.792 3.945 -3.599
58 O 2.438 3.881 -3.102
59 C 2.334 3.691 -1.649
60 C 2.548 5.031 -0.953
61 N 1.470 6.009 -1.122
62 C 1.750 7.250 -0.523
63 C 2.994 7.974 -0.914
64 O 2.938 8.216 -2.294
65 C 4.202 8.518 -2.805
66 H 4.078 2.919 -3.856
67 H 4.425 4.134 -2.763
68 H 3.850 4.681 -4.369
69 H 3.024 2.930 -1.268
70 H 1.301 3.395 -1.451
71 H 3.512 5.461 -1.287
72 H 2.668 4.847 0.113
73 H 1.403 6.081 -2.137
74 H 1.809 6.978 0.551
75 H 0.836 7.839 -0.701
76 H 3.828 7.355 -0.564
77 H 3.182 8.938 -0.445
78 H 4.654 9.403 -2.390
79 H 4.205 8.628 -3.878
80 H 4.881 7.651 -2.573
81 C 0.231 -7.730 5.526
82 O 1.097 -6.678 5.259
83 C 2.407 -7.156 4.885
84 C 3.113 -6.064 4.141
85 N 2.355 -5.706 2.978
86 C 3.046 -4.607 2.351
87 C 2.235 -4.028 1.188
88 O 1.036 -3.422 1.622
89 C 0.074 -3.469 0.597
90 H -0.766 -7.357 5.697
91 H 0.515 -8.267 6.465
92 H 0.154 -8.456 4.685
93 H 2.315 -8.088 4.303
94 H 2.937 -7.398 5.818
95 H 4.135 -6.421 3.974
96 H 3.255 -5.248 4.833
97 H 1.436 -5.324 3.211
98 H 3.944 -5.056 1.975
99 H 3.222 -3.807 3.119
100 H 1.980 -4.804 0.461
101 H 2.795 -3.214 0.746
102 H -0.877 -3.124 0.982
103 H 0.035 -4.476 0.140
104 H 0.427 -2.820 -0.231
105 C -0.248 -3.287 -7.387
106 O 1.037 -2.842 -7.604
107 C 1.365 -1.664 -6.929
108 C 2.785 -1.158 -7.264
109 N 3.039 -1.203 -8.728
110 C 4.458 -1.226 -9.009
111 C 5.313 -0.035 -8.642
112 O 4.701 1.215 -8.962
113 C 5.595 2.247 -8.763
114 H -0.513 -3.131 -6.311
115 H -0.210 -4.359 -7.529
116 H -0.986 -2.762 -7.991
117 H 1.283 -1.873 -5.841
118 H 0.556 -0.904 -7.174
119 H 3.496 -1.794 -6.738
120 H 2.993 -0.106 -6.921
121 H 2.681 -2.097 -9.041
122 H 4.553 -1.508 -10.070
123 H 4.995 -2.023 -8.483
124 H 6.271 -0.222 -9.206
125 H 5.560 -0.043 -7.547
126 H 5.860 2.389 -7.718
127 H 5.143 3.123 -9.202
128 H 6.514 2.204 -9.386
129 C -3.545 -9.340 0.602
130 O -2.845 -8.102 0.666
131 C -1.712 -8.074 -0.148
132 C -1.542 -6.557 -0.623
133 N -2.566 -6.222 -1.592
134 C -2.648 -4.765 -1.861
135 C -3.524 -4.474 -3.040
136 O -2.774 -4.768 -4.241
137 C -3.600 -5.049 -5.353
138 H -3.641 -9.689 -0.390
139 H -4.520 -9.179 1.073
140 H -3.057 -10.162 1.122
141 H -1.808 -8.727 -1.017
142 H -0.814 -8.229 0.471
143 H -0.520 -6.334 -0.940
144 H -1.858 -6.022 0.280
145 H -2.385 -6.605 -2.526
146 H -1.699 -4.277 -1.986
147 H -3.128 -4.334 -0.995
148 H -3.739 -3.413 -2.980
149 H -4.419 -5.077 -3.095
150 H -4.172 -4.167 -5.716
151 H -4.263 -5.921 -5.179
152 H -2.947 -5.163 -6.231
153 C -4.943 -5.512 9.880
154 O -4.402 -4.890 8.744
155 C -4.278 -5.674 7.533
156 C -3.520 -4.807 6.474
157 N -2.080 -4.780 6.720
158 C -1.564 -3.529 6.255
159 C -1.818 -2.379 7.142
160 O -1.323 -2.719 8.413
161 C -1.914 -1.870 9.348
162 H -5.111 -4.712 10.561
163 H -4.304 -6.302 10.240
164 H -5.866 -6.020 9.568
165 H -5.295 -5.900 7.145
166 H -3.780 -6.594 7.837
167 H -3.982 -3.820 6.533
168 H -3.687 -5.115 5.438
169 H -1.907 -4.782 7.737
170 H -1.947 -3.375 5.228
171 H -0.456 -3.681 6.226
172 H -2.881 -2.165 7.292
173 H -1.200 -1.542 6.844
174 H -1.702 -0.827 9.182
175 H -1.411 -2.173 10.282
176 H -3.002 -2.082 9.337
177 C -1.079 4.092 -5.526
178 O -1.858 2.940 -5.151
179 C -1.338 1.687 -5.465
180 C -1.183 1.445 -6.919
181 N -2.467 1.612 -7.674
182 C -2.265 1.822 -9.056
183 C -1.766 3.147 -9.528
184 O -2.532 4.243 -9.128
185 C -1.995 5.471 -9.623
186 H -1.490 4.562 -6.445
187 H -0.060 3.799 -5.715
188 H -1.153 4.861 -4.759
189 H -2.071 0.972 -5.097
190 H -0.346 1.623 -4.973
191 H -0.923 0.422 -7.110
192 H -0.368 2.070 -7.274
193 H -2.888 2.409 -7.264
194 H -3.200 1.544 -9.603
195 H -1.562 1.036 -9.426
196 H -1.655 3.138 -10.622
197 H -0.746 3.324 -9.124
198 H -2.101 5.617 -10.713
199 H -0.945 5.507 -9.338
200 H -2.658 6.214 -9.181
201 C 2.892 3.062 2.453
202 O 2.567 1.938 3.265
203 C 1.215 1.579 3.135
204 C 1.072 0.324 3.945
205 N 1.407 0.548 5.394
206 C 1.606 -0.729 6.039
207 C 1.929 -0.602 7.505
208 O 2.984 0.413 7.603
209 C 3.273 0.655 8.962
210 H 2.729 2.741 1.408
211 H 3.886 3.363 2.742
212 H 2.242 3.924 2.526
213 H 0.979 1.433 2.090
214 H 0.496 2.330 3.441
215 H 1.850 -0.376 3.594
216 H 0.076 -0.057 3.943
217 H 2.274 1.062 5.544
218 H 2.392 -1.419 5.610
219 H 0.708 -1.372 6.039
220 H 2.250 -1.587 7.910
221 H 1.045 -0.206 8.010
222 H 3.793 -0.206 9.430
223 H 2.412 0.913 9.581
224 H 3.943 1.510 8.975
225 C -3.557 -1.438 3.388
226 O -2.497 -0.481 3.559
227 C -2.457 0.457 2.434
228 C -1.744 -0.044 1.222
229 N -1.459 1.041 0.291
230 C -0.668 0.584 -0.913
231 C -1.507 -0.333 -1.840
232 O -0.921 -0.473 -3.076
233 C -1.729 -1.341 -3.856
234 H -3.637 -1.898 4.371
235 H -3.290 -2.093 2.619
236 H -4.507 -0.871 3.366
237 H -2.014 1.374 2.873
238 H -3.483 0.693 2.268
239 H -2.358 -0.826 0.777
240 H -0.780 -0.448 1.542
241 H -2.274 1.605 -0.009
242 H 0.167 0.038 -0.461
243 H -0.329 1.455 -1.477
244 H -2.485 0.120 -1.898
245 H -1.668 -1.328 -1.412
246 H -2.750 -0.998 -3.721
247 H -1.707 -2.302 -3.339
248 H -1.330 -1.311 -4.907
249 C 3.883 -0.320 1.268
250 O 4.404 -0.120 -0.018
251 C 5.831 -0.329 -0.131
252 C 6.268 0.384 -1.346
253 N 6.074 1.884 -1.296
254 C 7.153 2.463 -0.544
255 C 7.027 3.986 -0.513
256 O 5.938 4.355 0.228
257 C 5.943 5.778 0.465
258 H 4.072 -1.325 1.708
259 H 2.804 -0.262 1.236
260 H 4.138 0.399 2.048
261 H 5.968 -1.428 -0.272
262 H 6.382 -0.083 0.788
263 H 5.676 0.003 -2.200
264 H 7.307 0.265 -1.639
265 H 5.200 2.263 -0.948
266 H 8.110 2.276 -1.073
267 H 7.263 2.103 0.507
268 H 6.834 4.231 -1.548
269 H 7.978 4.396 -0.166
270 H 6.749 5.999 1.219
271 H 5.005 6.073 0.938
272 H 6.196 6.323 -0.459

Atom charges from the Löwdin analysis, given in e for atoms 1 to 8: C -0.767; O 0.007; N 0.189; N 0.209; H 0.092; H 0.102; H 0.101; H 0.123



No. 2
The following is a DFT calculation (the ωB97M-V functional and the def2-TZVPD basis) of a structure of composition C61H43BrKN8O2 at a distorted geometry.

E_HOMO (alpha / beta), eV: -4.252 / -4.246
HOMO-LUMO gap (alpha / beta), Ha: 0.200 / 0.200
Charge: -1

Atoms and positions in Å:
1 K 0.061 0.714 1.152
2 C -1.921 7.293 -2.860
3 C -2.381 6.258 -3.655
4 C -2.143 4.937 -3.321
5 C -1.359 4.633 -2.210
6 C -0.796 5.677 -1.488
7 C -1.096 7.015 -1.774
8 C -1.129 3.277 -1.636
9 C -2.142 2.914 -0.707
10 C -3.415 3.601 -0.630
11 C -4.205 2.942 0.204
12 C -3.376 1.877 0.748
13 N -2.137 1.871 0.169
14 C -3.777 0.978 1.692
15 C -3.216 -0.354 1.737
16 C -3.715 -1.324 2.618
17 C -3.125 -2.482 2.379
18 C -2.134 -2.136 1.314
19 C -1.319 -3.160 0.723
20 C -1.645 -4.627 1.007
21 C -0.623 -5.443 1.471
22 C -0.852 -6.785 1.734
23 C -2.074 -7.359 1.388
24 C -3.103 -6.565 0.965
25 C -2.927 -5.167 0.844
26 C -0.428 -2.869 -0.344
27 N 0.109 -1.641 -0.633
28 C 0.907 -1.768 -1.774
29 C 1.390 -0.739 -2.555
30 C 2.147 -1.147 -3.811
31 C 3.544 -1.412 -3.768
32 C 4.228 -1.743 -4.908
33 C 3.585 -1.826 -6.144
34 C 2.204 -1.515 -6.218
35 C 1.495 -1.284 -5.040
36 C 0.962 0.625 -2.442
37 C 1.519 1.645 -3.322
38 C 0.910 2.801 -3.016
39 C -0.068 2.497 -1.968
40 N 0.098 1.175 -1.601
41 C 0.917 -3.202 -2.133
42 C -0.003 -3.815 -1.269
43 N -2.242 -0.832 0.920
44 C -5.120 1.229 2.315
45 C -5.344 2.248 3.282
46 C -6.646 2.505 3.652
47 C -7.700 1.771 3.096
48 C -7.493 0.795 2.100
49 C -6.167 0.514 1.794
50 H -2.189 8.316 -3.068
51 H -2.936 6.493 -4.535
52 H -2.611 4.116 -3.893
53 H -0.067 5.464 -0.700
54 H -0.679 7.783 -1.101
55 H -3.713 4.441 -1.242
56 H -5.227 3.181 0.465
57 H -4.430 -1.167 3.406
58 H -3.298 -3.350 2.933
59 H 0.371 -5.003 1.551
60 H 0.049 -7.322 2.019
61 H -2.283 -8.410 1.585
62 H -4.022 -6.984 0.703
63 H -3.722 -4.625 0.377
64 H 4.031 -1.466 -2.770
65 H 5.243 -1.987 -4.874
66 H 4.155 -1.969 -7.044
67 H 1.705 -1.675 -7.157
68 H 0.372 -1.117 -5.057
69 H 2.288 1.432 -4.042
70 H 1.080 3.812 -3.336
71 H 1.504 -3.538 -2.948
72 H -0.198 -4.865 -1.263
73 H -4.453 2.820 3.568
74 H -6.792 3.247 4.380
75 H -8.671 2.103 3.385
76 H -8.271 0.196 1.661
77 H -5.941 -0.280 1.114
78 C -0.181 -2.070 4.134
79 O 0.551 -1.699 2.983
80 C 1.805 -2.268 2.823
81 C 2.200 -3.345 3.566
82 C 3.464 -3.906 3.376
83 Br 3.980 -5.410 4.497
84 C 4.373 -3.400 2.496
85 C 3.910 -2.370 1.681
86 C 2.608 -1.789 1.752
87 O 2.215 -0.808 0.965
88 C 4.901 -1.765 0.842
89 N 6.200 -1.974 0.885
90 C 6.732 -1.126 -0.074
91 C 8.080 -0.773 -0.347
92 C 8.276 0.276 -1.246
93 C 7.225 0.884 -1.920
94 C 5.913 0.571 -1.675
95 C 5.688 -0.492 -0.765
96 N 4.549 -0.883 -0.164
97 H -0.508 -3.097 4.054
98 H -1.029 -1.420 4.186
99 H 0.432 -1.934 5.083
100 H 1.569 -3.829 4.308
101 H 5.383 -3.749 2.513
102 H 0.627 -1.336 0.171
103 H 8.919 -1.303 0.086
104 H 9.298 0.562 -1.436
105 H 7.421 1.725 -2.528
106 H 5.114 1.141 -2.188
107 H 3.583 -0.608 -0.241
108 N -1.069 3.937 2.168
109 C -1.123 5.204 1.778
110 C -0.007 5.852 2.197
111 C 0.770 4.814 2.784
112 N 0.127 3.682 2.785
113 H -1.660 3.183 1.839
114 H -1.928 5.507 1.238
115 H 0.274 6.879 2.038
116 H 1.768 4.887 3.163

Atom charges from the Löwdin analysis, given in e for atoms 1 to 8: K 0.781; C -0.103; C -0.095; C -0.035; C -0.216; C -0.041; C -0.071; C -0.076



Computed values of energy above the lowest of the compared OMol25 structures with the same formula, charge and spin (unit: kJ/mol) for the preceding records, in sequence: 112.3 71.7.